[1]
CH9NO3 | ωB97M-V/def2-TZVPD

Structure (XYZ):
```
14
Properties=species:S:1:pos:R:3:forces:R:3:lowdin_charge:R:1
C -1.121 -1.013 1.748 1.05 0.71 -0.91 0.149
N -0.530 -1.160 0.653 -1.29 -1.59 1.98 0.318
H -1.333 -0.021 2.152 -0.33 0.26 0.06 0.121
H -1.291 -1.963 2.301 -0.12 0.33 0.00 0.171
H -0.417 -2.114 0.277 0.59 0.51 -1.17 0.169
H 2.813 -0.873 -0.705 0.33 0.19 0.08 0.032
H 2.459 -0.233 -2.058 0.29 0.14 -0.01 0.028
O 2.744 -1.055 -1.644 -0.62 -0.21 0.01 -0.042
H -0.789 1.648 0.260 0.16 0.31 -0.16 -0.010
H -1.795 2.720 0.656 -0.11 0.12 0.14 0.060
O -1.351 1.936 0.992 0.07 -0.56 0.00 -0.062
H -0.270 0.953 -2.099 -0.05 0.44 -0.21 0.081
H 0.529 0.121 -1.166 0.47 0.18 -0.07 0.005
O 0.353 1.053 -1.367 -0.45 -0.82 0.26 -0.019
```
Forces are in eV/Å.

**E_HOMO (spin up / spin down)**: -15.11 / -15.08 eV
**Energy relative to the best compared isomer or geometry (same formula, charge and spin)**: 117.92 kJ/mol
**Frontier orbital gap (spin up / spin down)**: 9.086 / 4.955 eV
**Lowest unoccupied orbital energy (spin up / spin down)**: -6.021 / -10.128 eV
**Charge**: +1
**DFT total energy**: -323.5684 Ha
**Expectation value of S²**: 0.760
**2S+1**: 2


[2]
C2H6O2 | ωB97M-V/def2-TZVPD

Structure (XYZ):
```
10
Properties=species:S:1:pos:R:3:forces:R:3:lowdin_charge:R:1
O 1.552 -0.466 -1.251 0.02 -0.34 -0.32 0.399
C 0.432 -0.481 -1.667 -0.23 1.27 0.19 -0.047
C -0.695 0.124 -0.887 -0.81 -0.03 1.12 0.058
H 0.177 -0.861 -2.667 0.36 -0.46 -0.34 0.210
H -0.731 1.212 -0.768 0.86 -0.06 -0.27 0.139
H -0.603 -0.316 0.105 0.06 0.07 0.41 0.104
H -1.656 -0.134 -1.286 -0.26 -0.48 -0.62 0.106
H 0.465 1.027 2.481 -0.30 -0.78 0.22 0.052
H 0.830 -0.187 3.329 -0.46 -0.01 -0.41 0.058
O 0.228 0.083 2.610 0.76 0.83 0.02 -0.079
```
Forces are in eV/Å.

**E_HOMO (spin up / spin down)**: -15.13 / -15.12 eV
**Energy relative to the best compared isomer or geometry (same formula, charge and spin)**: 111.58 kJ/mol
**Frontier orbital gap (spin up / spin down)**: 8.580 / 4.941 eV
**Lowest unoccupied orbital energy (spin up / spin down)**: -6.555 / -10.175 eV
**Charge**: +1
**DFT total energy**: -229.8898 Ha
**Expectation value of S²**: 0.757
**2S+1**: 2


[3]
CH6NO4 | ωB97M-V/def2-TZVPD

Structure (XYZ):
```
12
Properties=species:S:1:pos:R:3:forces:R:3:lowdin_charge:R:1
N 0.293 -2.820 -0.011 -0.79 -0.77 0.06 0.071
C 1.095 -1.672 -0.261 0.49 0.03 -0.27 -0.849
O 1.217 -0.895 0.721 -0.15 0.18 0.13 -0.119
O 1.639 -1.600 -1.379 -0.19 -0.02 0.04 -0.088
H -0.431 -2.700 0.679 0.23 0.26 0.25 0.049
H -0.095 -3.310 -0.807 0.45 0.34 -0.19 0.055
H -1.578 3.140 -1.259 0.17 -0.14 0.04 0.025
H -1.517 2.804 0.226 0.45 -0.05 -0.13 -0.002
O -1.871 3.448 -0.399 -0.45 0.22 0.06 -0.081
H 1.103 1.124 0.520 -0.38 0.09 -0.07 0.028
H -0.154 0.861 1.188 0.17 0.23 -0.15 0.025
O 0.298 1.622 0.784 0.00 -0.37 0.23 -0.114
```
Forces are in eV/Å.

**E_HOMO**: -4.48 eV
**Energy relative to the best compared isomer or geometry (same formula, charge and spin)**: 44.09 kJ/mol
**Frontier orbital gap**: 8.436 eV
**Lowest unoccupied orbital energy**: 3.953 eV
**Charge**: -1
**DFT total energy**: -397.5176 Ha


[4]
C5H11N4S | ωB97M-V/def2-TZVPD

Structure (XYZ):
```
21
Properties=species:S:1:pos:R:3:forces:R:3:lowdin_charge:R:1
C -3.418 0.903 0.306 0.87 2.69 0.96 -0.107
N -2.515 -0.203 0.056 0.29 0.01 -0.45 -0.047
C -1.195 -0.017 -0.260 -0.58 1.09 -0.57 -0.461
C -0.486 -0.974 -0.871 0.17 0.25 0.17 -0.007
N 0.406 -1.857 -0.842 -1.43 1.26 2.40 0.048
C 1.271 -2.277 0.276 -1.50 1.60 0.50 0.015
S -0.580 1.714 -0.426 -0.03 -1.15 0.25 1.021
C 1.162 1.774 -0.101 2.12 1.36 0.87 -0.492
N 2.092 0.896 -0.150 -1.51 -0.30 -0.05 -0.116
N 3.364 1.219 0.108 -0.16 2.25 0.11 0.020
H -4.086 1.250 -0.468 0.62 -0.13 -1.41 0.084
H -4.201 0.726 1.021 0.42 -0.68 1.19 0.080
H -2.767 1.824 0.639 -1.59 -1.87 -0.41 0.083
H -2.933 -1.045 -0.346 0.24 0.41 0.39 0.160
H 0.575 -2.256 -1.703 0.85 -1.46 -2.20 0.133
H 2.190 -2.031 -0.172 1.80 -0.21 0.65 0.083
H 1.003 -1.834 1.258 0.38 0.92 -1.07 0.123
H 1.046 -3.254 0.533 0.27 -2.51 -0.41 0.073
H 1.488 2.844 0.213 -1.05 -1.45 -0.58 0.112
H 3.629 2.117 0.567 -0.73 -0.87 -0.53 0.126
H 3.954 0.479 0.359 0.56 -1.22 0.20 0.071
```
Forces are in eV/Å.

**SMILES**: CNC(=C=[NH+]C)S/C=N/N
**E_HOMO**: -12.00 eV
**Energy relative to the best compared isomer or geometry (same formula, charge and spin)**: 471.94 kJ/mol
**Frontier orbital gap**: 8.165 eV
**Lowest unoccupied orbital energy**: -3.831 eV
**Charge**: +1
**DFT total energy**: -813.9340 Ha


[5]
C29H40BF4N5O3PRe | ωB97M-V/def2-TZVPD

Structure (XYZ):
```
84
Properties=species:S:1:pos:R:3:forces:R:3:lowdin_charge:R:1
Re 11.994 -12.993 -11.204 0.29 -1.52 0.14 1.605
C 16.526 -14.811 -9.536 -0.08 0.60 0.58 -0.085
C 15.346 -14.573 -10.434 -0.60 0.48 -2.33 -0.544
C 14.861 -15.813 -11.179 1.17 -0.98 -0.98 -0.114
P 13.875 -13.765 -9.722 0.21 -0.58 0.70 1.034
C 14.625 -12.543 -8.609 0.92 0.02 -0.47 -0.535
C 15.385 -11.480 -9.439 -1.83 -0.17 -1.51 -0.074
C 13.557 -12.070 -7.685 -0.21 1.07 1.00 -0.112
C 12.969 -14.997 -8.725 1.85 0.65 0.70 -0.273
C 13.472 -15.819 -7.660 1.43 1.32 -1.12 -0.028
C 12.670 -16.661 -6.988 0.62 -1.21 0.42 -0.281
C 13.203 -17.478 -5.843 0.32 -0.67 0.01 -0.037
C 11.377 -16.845 -7.464 1.30 2.39 -0.34 -0.013
C 10.823 -15.971 -8.323 0.48 1.39 -1.35 0.033
C 11.631 -14.945 -8.931 -2.68 -1.14 -0.42 -0.285
N 11.002 -14.029 -9.799 1.03 -0.04 -0.38 -0.145
C 9.590 -13.885 -9.726 -0.79 -0.71 -0.02 -0.260
C 9.097 -12.959 -8.823 -0.58 0.27 0.15 -0.210
C 9.982 -12.105 -7.962 -1.29 0.77 -0.74 -0.016
C 7.721 -12.746 -8.803 -0.65 1.77 0.39 -0.005
C 6.870 -13.351 -9.722 -0.85 0.25 0.01 -0.274
C 5.442 -12.845 -9.907 1.26 -0.27 -0.85 -0.030
C 7.336 -14.397 -10.515 0.61 0.44 0.68 -0.014
C 8.682 -14.687 -10.480 1.59 -0.37 -1.27 -0.189
C 9.179 -15.809 -11.416 -0.86 -0.31 0.93 -0.021
H 17.143 -15.610 -9.913 0.19 -0.27 -0.19 0.087
H 16.152 -15.084 -8.561 0.32 -0.25 0.49 0.057
H 17.137 -13.904 -9.447 -0.11 -0.28 0.14 0.090
H 15.664 -13.829 -11.209 -0.18 -0.56 0.29 0.103
H 14.445 -16.566 -10.523 0.00 -0.15 0.39 0.080
H 15.730 -16.294 -11.712 -0.76 0.45 0.53 0.106
H 14.094 -15.637 -11.932 0.12 0.29 0.12 0.039
H 15.406 -13.058 -8.039 -0.29 -0.27 0.01 0.110
H 14.619 -10.789 -9.904 0.93 -0.18 0.87 0.084
H 15.838 -11.937 -10.347 0.22 0.18 0.77 0.061
H 16.135 -10.985 -8.846 0.09 0.41 0.02 0.084
H 12.721 -11.620 -8.226 0.25 0.31 0.12 0.051
H 13.960 -11.388 -6.909 -0.31 -0.08 -0.56 0.109
H 13.144 -12.906 -7.148 -0.15 -0.41 0.29 0.065
H 14.529 -15.823 -7.335 -0.58 0.41 -0.49 0.125
H 13.761 -16.909 -5.091 -0.14 0.13 -0.34 0.087
H 13.861 -18.337 -6.139 -0.64 0.73 0.02 0.103
H 12.327 -17.871 -5.356 -0.13 -0.49 0.52 0.069
H 10.777 -17.548 -7.089 -2.10 -2.87 1.59 0.086
H 9.802 -16.060 -8.640 -0.29 -0.07 0.08 0.115
H 10.553 -11.419 -8.594 -0.08 0.08 0.26 0.068
H 10.644 -12.655 -7.372 1.24 -1.09 0.80 0.053
H 9.341 -11.564 -7.262 0.18 0.26 -0.19 0.090
H 7.318 -11.894 -8.134 0.58 -1.56 -1.09 0.150
H 5.101 -12.524 -8.915 -0.61 -0.08 -0.61 0.082
H 4.925 -13.692 -10.403 -0.45 0.78 0.68 0.087
H 5.474 -11.993 -10.659 -0.25 -0.79 1.04 0.087
H 6.724 -15.009 -11.165 -0.36 0.25 0.01 0.130
H 10.213 -16.060 -11.216 0.14 -0.17 -0.06 0.063
H 9.061 -15.609 -12.474 0.07 0.51 0.00 0.047
H 8.529 -16.708 -11.296 0.59 0.49 0.31 0.108
N 13.203 -11.888 -12.797 -1.15 0.28 -0.07 -0.030
N 13.014 -10.522 -12.490 0.43 0.14 -0.37 0.023
C 12.333 -10.149 -11.334 -0.04 -1.29 -0.43 -0.734
O 12.070 -9.028 -11.101 -0.22 2.38 0.18 0.143
O 11.976 -11.145 -10.548 -0.04 -0.36 0.40 -0.253
H 14.181 -12.118 -12.823 0.56 -0.10 0.02 0.108
H 12.813 -12.075 -13.727 0.10 -0.14 0.30 0.128
H 13.176 -9.825 -13.214 -0.02 -0.30 0.41 0.166
N 5.463 -11.308 -13.932 -1.08 -1.73 -0.50 0.178
C 6.238 -12.440 -13.936 -0.41 0.90 0.62 -0.505
O 5.778 -13.527 -14.164 -0.14 -0.78 -0.38 0.098
C 7.658 -12.334 -13.454 0.09 0.65 0.07 -0.094
C 8.560 -13.298 -13.903 0.40 1.42 1.11 0.047
C 9.818 -13.268 -13.295 -0.83 -0.84 -2.02 -0.111
N 10.151 -12.407 -12.333 1.78 -1.53 -0.37 -0.048
C 9.304 -11.481 -11.969 -0.94 2.06 1.61 -0.111
C 8.053 -11.352 -12.516 -1.12 -1.26 -0.67 0.034
H 4.513 -11.483 -14.316 1.12 0.50 0.48 0.144
H 5.855 -10.408 -14.000 0.35 0.98 -0.14 0.085
H 8.275 -13.985 -14.680 0.11 -0.29 0.03 0.136
H 10.528 -13.986 -13.715 0.17 0.40 0.86 0.099
H 9.572 -10.795 -11.145 0.21 -0.55 -0.50 0.140
H 7.294 -10.663 -12.123 0.67 -0.11 -0.17 0.130
F 12.178 -17.450 -13.236 -0.04 0.56 -0.52 0.265
B 11.800 -16.461 -14.040 -1.10 -0.83 1.26 -0.892
F 10.496 -16.157 -14.098 0.61 -0.18 -0.24 0.224
F 12.626 -15.830 -14.812 0.72 0.42 -0.54 0.299
F 12.238 -14.717 -12.181 -0.33 0.47 -0.23 -0.471
```
Forces are in eV/Å.

**E_HOMO (spin up / spin down)**: -10.23 / -10.69 eV
**Energy relative to the best compared isomer or geometry (same formula, charge and spin)**: 122.43 kJ/mol
**Frontier orbital gap (spin up / spin down)**: 7.108 / 6.296 eV
**Lowest unoccupied orbital energy (spin up / spin down)**: -3.120 / -4.396 eV
**Charge**: +1
**DFT total energy**: -2472.5748 Ha
**Expectation value of S²**: 3.770
**2S+1**: 4


[6]
C6H13NO | ωB97M-V/def2-TZVPD

Structure (XYZ):
```
21
Properties=species:S:1:pos:R:3:forces:R:3:lowdin_charge:R:1
C 2.239 -2.501 0.716 0.50 0.25 -0.06 -0.087
C 0.952 -1.832 0.255 -0.63 0.08 2.44 -0.239
N 0.981 -0.346 0.266 -0.27 -0.31 1.25 0.088
C -0.320 0.096 0.206 -2.48 2.13 -4.43 -0.632
C -0.412 1.509 -0.411 -0.63 -0.07 0.62 -0.344
C -0.754 1.302 -1.886 -0.46 -2.37 0.79 -0.057
C -1.445 2.305 0.394 0.82 1.04 0.12 -0.064
O -1.345 -0.526 0.349 -0.58 -1.07 0.49 0.076
H 2.646 -3.151 -0.055 0.18 -0.02 0.10 0.066
H 2.116 -3.067 1.641 -0.34 -0.26 -0.23 0.067
H 2.993 -1.766 1.010 0.01 0.13 -0.47 0.069
H 0.499 -2.168 -0.677 0.46 0.18 -0.25 0.127
H 0.188 -2.076 1.001 -0.05 -0.41 -0.27 0.108
H 0.529 0.120 1.230 3.36 -1.13 0.70 0.213
H 0.585 1.952 -0.373 -0.11 0.24 0.20 0.129
H -0.126 0.468 -2.241 1.06 1.18 -0.69 0.085
H -0.831 2.237 -2.424 0.24 -0.22 -0.44 0.082
H -1.629 0.642 -1.980 -0.86 1.14 0.28 0.085
H -1.840 3.185 -0.120 0.09 -0.15 -0.27 0.075
H -0.874 2.719 1.233 -0.44 -0.05 0.27 0.077
H -2.294 1.737 0.763 0.13 -0.32 -0.13 0.077
```
Forces are in eV/Å.

**E_HOMO**: -9.70 eV
**Energy relative to the best compared isomer or geometry (same formula, charge and spin)**: 313.13 kJ/mol
**Frontier orbital gap**: 10.520 eV
**Lowest unoccupied orbital energy**: 0.815 eV
**Charge**: 0
**DFT total energy**: -366.3146 Ha


> What is the formula in the fifth record?

C29H40BF4N5O3PRe